No. 1
ORCA calculation (ωB97M-V with the def2-TZVPD basis set) on a structure of composition C29H29IrN7 in a non-equilibrium geometry.

Geometry as XYZ:
```
66
Properties=species:S:1:pos:R:3:forces:R:3
H -3.36070 3.11440 -2.23042 -0.0563 0.0107 0.0057
N -0.97730 -0.49950 1.14688 1.0176 0.6659 -2.6184
H -5.38170 -2.66580 -2.04502 0.0390 0.0034 0.0477
C 4.54480 -2.03860 3.14718 0.1076 0.1202 0.0964
C -6.60370 -0.07200 -1.58702 -0.4495 0.2492 -0.0859
C 3.69290 1.57410 -0.23762 0.3862 0.0258 -0.3175
C 2.33750 1.76880 -0.15952 -0.5622 0.2709 -0.5725
C 4.30080 1.38680 -1.48512 -1.1678 0.2239 0.0302
C -1.95720 -0.55720 2.03888 -0.6261 0.1313 0.3885
H 2.08210 0.90840 2.87928 -0.0688 0.0962 0.0231
H 5.22640 -2.86940 3.25688 0.0069 -0.0444 -0.0258
H 3.33450 -2.99550 1.67588 -0.0118 -0.0903 -0.0972
C 2.92020 -1.55270 -0.78012 -0.6799 0.1414 0.2898
H -7.18930 0.00190 -0.66772 0.0142 -0.0082 -0.0197
H -2.97460 -0.33080 1.77618 -0.1600 0.0707 -0.1316
N -5.31590 -0.68210 -1.33202 0.2803 0.1720 0.0200
N 0.67930 -1.26050 -1.11412 -0.6416 1.7619 0.8217
H 3.98610 1.05430 4.43328 0.0377 0.0553 0.0709
H 3.34390 -1.95880 -2.89842 0.1305 -0.1102 -0.1485
H -4.91460 3.00950 -0.42982 -0.0231 -0.0161 0.0377
C 4.73430 -0.89680 3.92618 -0.6801 -0.0547 -0.5063
C 2.78280 0.09160 2.95108 -0.0315 -0.0952 -0.1197
H 4.30430 1.57480 0.65258 0.0372 -0.0037 0.0818
C -3.30470 2.04020 -2.38382 0.1997 -0.1450 -0.1552
H -4.51440 -2.43490 -0.50042 -0.0131 -0.0108 -0.0046
H -6.47310 0.92050 -2.01052 -0.0343 -0.1156 0.0487
H -6.27700 -2.33910 -0.55442 0.0989 -0.0146 -0.0175
H -3.50310 1.81150 -3.43142 0.1613 0.0590 -0.0073
Ir -0.96270 0.10050 -0.97842 0.7500 -1.5302 1.9134
H 0.58890 -1.35960 3.93388 0.1224 -0.0756 0.0815
H 3.99680 1.23370 -3.60642 0.0474 -0.0061 -0.0636
C -1.47430 -0.92620 3.31118 -0.2315 0.2114 -0.5322
N 6.67240 -0.87040 5.60058 0.2927 0.0497 0.2455
C 1.67730 -1.26000 -0.14332 0.4454 -0.1110 0.2901
C 5.69410 1.18170 -1.55142 0.6100 -0.0898 -0.0605
H -3.02050 -1.58440 -1.75342 -0.0746 0.0823 0.0412
C 5.80860 -0.86190 4.84848 0.3394 0.0139 0.2934
C -4.16290 -0.01450 -1.50742 -0.4920 -0.1136 -0.0844
C -4.51340 2.00930 -0.27422 -0.0472 0.1174 0.1755
H 1.56910 1.57970 -3.46382 -0.0807 0.0428 -0.1531
N -2.99160 -0.57660 -1.64402 0.0218 0.1420 0.0379
N 6.82600 1.00270 -1.58672 0.3528 -0.0825 -0.0247
C -5.36250 -2.10940 -1.10232 0.0991 -0.2303 0.0602
H -2.28120 1.69840 -2.14032 -0.1893 0.4322 -0.1057
C 1.45380 -1.04360 1.21908 -0.3938 -0.0937 -0.3763
C 0.12390 2.06660 -1.24642 -1.0678 -1.7687 0.9466
H 1.87320 1.94550 0.79868 -0.0858 0.0035 0.1332
C 1.53300 1.79390 -1.31972 1.7984 -0.0982 -0.1002
C 3.84600 0.17450 3.82498 0.1667 -0.1569 0.0172
H -3.57740 2.09440 0.29588 -0.0227 -0.0126 0.0572
H 3.87080 -1.62940 -0.28912 0.1596 -0.0179 0.0385
C 0.19430 -0.82920 1.80888 0.4650 0.1030 0.2552
C 2.65200 -1.72030 -2.11552 -0.5934 -0.2010 -0.2327
H -5.22800 1.42980 0.30398 -0.0447 0.0250 0.0732
H -0.25680 2.53140 -2.15302 -0.3097 -0.1843 -0.0524
C 1.26230 -1.52550 -2.27572 0.6118 -0.2203 -0.2481
H -7.15670 -0.69060 -2.29732 0.0097 0.0181 0.0351
C 3.52160 1.38500 -2.64892 0.5588 0.0141 0.2946
C -0.11410 -1.06820 3.17768 0.0373 0.0711 -0.6327
H 0.69360 -1.59750 -3.18682 -0.1095 0.1521 -0.1584
H -0.17890 2.59970 -0.34362 -0.0775 0.0140 -0.1385
H -2.07010 -1.07630 4.18958 -0.1232 0.0105 0.1319
N -4.28620 1.37350 -1.56072 0.1748 -0.1367 -0.1080
C 2.16650 1.57620 -2.56462 -0.5678 0.2285 0.6542
C 3.49240 -2.10020 2.25648 -0.1849 0.0467 -0.0385
C 2.59830 -1.03600 2.14698 0.3221 0.0019 0.1999
```
Positions in Å, forces in eV/Å.

Summary:
* strongest force on any atom: 0.056 hartree/bohr
* multiplicity: 1
* charge: +1
* electronic energy: -1609.74663 Ha

=====

No. 2
ORCA calculation (ωB97M-V with the def2-TZVPD basis set) on a structure of composition C29H30AsIrN4S4Se.

Geometry as XYZ:
```
70
Properties=species:S:1:pos:R:3:forces:R:3
C 1.41556 1.39821 -0.26044 0.0468 0.0352 -0.0776
H -0.41472 0.78737 2.83764 0.0124 0.0046 -0.0200
H -2.43114 -2.67181 -2.02745 0.0203 -0.0172 0.0094
N 3.19420 -0.89927 2.10298 -0.1937 0.0938 0.0439
C 2.40000 1.33288 -2.42254 0.0272 -0.0768 -0.0392
H 4.96821 3.11934 2.12911 0.0043 -0.0032 -0.0050
C -3.56400 0.61140 -1.58908 0.0205 0.0536 0.0157
H -6.13545 1.83065 -3.43867 0.0038 0.0003 -0.0048
H 2.64366 -0.36688 4.87921 -0.0022 -0.0042 -0.0006
As -1.02625 -0.59417 -2.33907 0.0688 -0.4246 -0.1045
C 4.18216 2.57104 4.06182 -0.0095 -0.0007 0.0149
C 4.08635 1.14910 2.18232 0.0090 0.0036 0.0336
C 4.47184 2.36549 2.72470 -0.0119 -0.0022 -0.0173
H 1.58743 3.22036 0.86551 -0.0044 0.0169 -0.0027
H 1.43144 -1.95891 2.53146 -0.0615 0.0396 0.0030
H 2.87788 4.36927 -0.95154 0.0011 0.0036 0.0073
H -1.82444 0.78802 -0.33718 -0.0212 -0.0898 -0.0048
C 3.43875 0.18011 2.94576 0.0394 -0.0144 0.0270
C -4.25216 1.38887 -2.51514 0.0082 -0.0414 -0.0528
H -3.71550 2.13985 -3.08403 0.0006 0.0080 0.0066
C -0.98083 -0.10220 2.60583 0.0587 -0.0421 0.0299
N 4.20062 0.61124 0.91178 -0.0114 0.0303 -0.0230
C -4.27215 -0.34152 -0.85897 -0.0374 0.0318 0.0278
H 2.87124 -2.44181 3.45683 0.0163 -0.0157 -0.0070
C -2.08680 0.77723 -1.39307 -0.0508 -0.0467 -0.0174
C 3.53495 1.59616 4.83032 0.0087 0.0160 0.0063
S 1.68568 -1.88235 -3.48365 0.0095 -0.0284 0.1064
C 3.62398 -0.60295 0.86653 -0.0112 -0.0758 -0.0458
Ir 1.02452 -1.27770 -1.28755 0.0749 0.9269 0.3244
C -1.98259 -0.53581 3.45410 0.0022 0.0100 0.0053
C -5.61534 1.21535 -2.71581 0.0002 -0.0048 0.0007
C -0.70319 -0.82299 1.44091 0.1158 -0.1309 0.1475
S 0.68378 -3.63555 -0.68481 -0.3169 0.0407 -0.0562
H -6.16742 -1.25910 -0.47946 -0.0017 0.0003 0.0021
H 4.46085 3.50778 4.52472 0.0017 0.0018 0.0050
N 0.30881 -0.37269 0.50968 0.0331 0.0912 -0.0836
H 2.71643 -2.88498 1.73486 -0.0216 0.0316 -0.0125
C -2.43732 -2.38639 2.00155 0.0190 -0.0354 -0.0380
H 4.49020 1.08330 0.06815 -0.0061 -0.0013 0.0260
C -2.22532 -2.01596 -2.87057 -0.0583 0.1747 0.0375
H -3.49839 -2.01343 3.82713 -0.0012 0.0008 -0.0004
C 2.50545 -2.12209 2.48263 0.0925 -0.0665 0.0008
C -1.43324 -1.96061 1.13916 -0.0175 0.0478 -0.0397
H -2.99347 -3.28303 1.75919 -0.0054 0.0059 -0.0033
C 2.54610 3.34551 -1.06322 0.0216 -0.0385 0.0222
S 0.29644 -4.54634 -2.48769 0.2423 -0.0385 -0.1015
H -2.19608 0.02693 4.35370 0.0069 -0.0070 0.0073
C 2.82623 2.63655 -2.24138 0.0039 0.0081 -0.0071
C 1.66574 0.66231 -1.43232 -0.1194 -0.2105 -0.0916
C 1.83390 2.72286 -0.06450 0.0186 -0.0238 -0.0211
H -3.15413 -1.61044 -3.27045 0.0232 0.0036 -0.0063
Se 3.46095 -1.64672 -0.66609 0.2652 -0.3619 -0.1426
C -2.71669 -1.68000 3.15715 -0.0047 0.0142 0.0118
C 3.15122 0.38254 4.28776 -0.0136 0.0028 -0.0184
H -3.75106 -0.94700 -0.12623 0.0190 -0.0076 0.0079
N 0.65315 0.81792 0.73333 -0.1949 0.0506 -0.0086
C -6.30913 0.26094 -1.98845 -0.0019 -0.0026 0.0014
H 3.38497 3.12502 -3.03124 0.0032 -0.0002 0.0006
H -0.29788 -0.28786 -4.72656 -0.0056 -0.0032 -0.0022
H -1.74205 1.71485 -1.83171 0.0096 0.0330 0.0706
H -1.19547 -2.51796 0.24322 -0.0221 -0.0293 0.0063
H -0.19596 1.24566 -3.82925 0.0006 -0.0062 -0.0118
C -5.63244 -0.51512 -1.05588 0.0079 -0.0009 0.0031
C -0.79859 0.35598 -4.00863 -0.0146 -0.0244 0.0413
H -7.37144 0.12389 -2.14218 0.0002 0.0025 -0.0028
H 2.65413 0.80870 -3.33679 -0.0116 0.0205 -0.0021
S 1.98418 -3.94769 -3.47918 -0.0723 0.0943 0.0146
H 3.32929 1.79744 5.87275 -0.0030 0.0059 0.0009
H -1.78754 0.63785 -4.37145 0.0083 0.0219 -0.0272
H -1.68212 -2.57663 -3.62957 -0.0177 -0.0498 0.0301
```
Positions in Å, forces in eV/Å.

Summary:
* strongest force on any atom: 0.019 hartree/bohr
* relative energy (zero: lowest compared OMol25 entry of this formula, charge and spin): 17.7 kcal per mole
* multiplicity: 1
* electronic energy: -7676.51246 Ha